# 1
The following is a DFT calculation (ωB97M-V/def2-TZVPD) of a molecular structure, C14H28F6MnN3O10S2.

The HOMO-LUMO gap (spin up / spin down) comes out at 6.67 / 6.76 eV. For the LUMO energy (spin up / spin down), the calculation gives 2.2 / 2.2 eV. The total charge is -1. As for the expectation value of S²: 8.753. The value obtained for the energy above the lowest of the compared OMol25 structures with the same formula, charge and spin is 290.4 kJ/mol. The spin multiplicity is 6. The molar mass is 631.4 g/mol.

Geometry (Å):
Mn (11.43195, 30.79521, -22.54406)
C (10.53989, 26.23750, -23.90850)
F (10.99461, 25.25275, -24.60230)
F (9.60470, 26.95600, -24.65480)
F (9.93538, 25.67829, -22.79794)
S (12.04613, 27.43706, -23.59833)
O (12.85864, 26.84119, -22.54937)
O (12.78526, 27.54007, -24.89499)
O (11.56031, 28.78999, -23.23620)
C (15.45513, 30.49523, -20.46427)
F (15.37768, 31.78287, -20.75514)
F (15.97129, 29.90248, -21.45796)
F (16.34074, 30.28367, -19.49367)
S (13.81721, 29.58506, -20.08819)
O (14.16359, 28.25588, -20.55824)
O (13.49459, 29.72671, -18.65928)
O (12.78243, 30.18686, -21.02789)
C (10.49293, 34.15499, -19.97519)
C (11.26642, 34.01601, -21.32705)
C (12.77442, 34.38196, -21.20620)
O (10.90623, 32.76272, -21.89006)
H (9.52189, 34.64945, -20.00164)
H (11.10494, 34.54034, -19.15968)
H (10.37622, 33.14735, -19.57627)
H (10.75100, 34.79430, -21.88982)
H (13.24339, 33.59548, -20.61491)
H (12.93185, 35.31227, -20.66044)
H (13.36105, 34.61595, -22.09457)
C (14.14397, 31.80738, -24.23816)
O (13.17346, 31.55934, -23.40096)
N (15.10800, 30.94963, -24.63500)
C (16.18250, 31.41602, -25.52858)
C (14.79837, 29.57861, -24.51363)
H (14.53879, 32.82279, -24.39712)
H (17.12494, 31.27539, -24.99930)
H (15.93290, 32.39679, -25.93342)
H (16.14709, 30.89056, -26.48290)
H (15.74914, 29.05822, -24.39820)
H (14.01546, 29.31717, -23.80172)
H (14.59064, 29.10027, -25.47078)
C (9.02872, 29.94975, -20.47411)
O (9.89935, 29.73720, -21.29435)
N (9.12409, 30.29404, -19.17679)
C (10.37868, 30.36835, -18.55657)
C (8.02700, 30.50053, -18.29836)
H (7.96569, 29.73890, -20.66831)
H (10.46769, 29.42723, -18.01391)
H (10.49260, 31.19346, -17.85349)
H (11.09758, 30.43369, -19.37328)
H (7.13008, 30.61017, -18.90796)
H (8.00778, 29.89327, -17.39339)
H (8.25386, 31.55349, -18.13126)
C (10.40312, 31.78194, -25.33385)
O (10.34777, 30.95585, -24.41000)
N (11.10459, 31.60221, -26.50733)
C (10.94819, 32.54811, -27.67197)
C (11.99377, 30.47260, -26.63314)
H (9.74876, 32.66676, -25.30047)
H (10.20111, 33.32688, -27.51869)
H (10.63240, 31.93774, -28.51804)
H (11.94753, 32.88794, -27.94390)
H (11.41869, 29.77989, -27.24757)
H (12.97637, 30.75803, -27.00879)
H (12.11639, 30.07590, -25.62532)



# 2
The following is a DFT calculation (ωB97M-V/def2-TZVPD) of C14H28N2O4 in the gas phase.

As for the SMILES: CC(C)OCCCNC(=O)C(=O)NCCCOC(C)C. The HOMO-LUMO gap comes out at 10.33 eV. For the LUMO energy, the calculation gives 0.9 eV. The value obtained for the energy above the lowest of the compared OMol25 structures with the same formula, charge and spin is 121.0 kJ/mol. The molar mass is 288.4 g/mol.

Geometry (Å):
C (3.53695, 2.84507, 0.70810)
H (2.51986, 2.46878, 0.63162)
H (3.60352, 3.80325, 0.20137)
H (3.78321, 2.97849, 1.75786)
C (4.49668, 1.84495, 0.07207)
C (4.11336, 1.59410, -1.38658)
H (4.11896, 2.53813, -1.92510)
H (4.81547, 0.92108, -1.87364)
H (3.11240, 1.17222, -1.43676)
O (4.42849, 0.67869, 0.88184)
C (5.36313, -0.34911, 0.63717)
C (4.79794, -1.52906, -0.16722)
H (5.56629, -2.30188, -0.21991)
H (4.55396, -1.21833, -1.18327)
C (3.54053, -2.10939, 0.48403)
N (2.44495, -1.17908, 0.38313)
C (1.28377, -1.43687, -0.21049)
O (0.91898, -2.51355, -0.66131)
C (0.37709, -0.20235, -0.28567)
O (0.74568, 0.90327, 0.07283)
N (-0.81330, -0.50459, -0.81202)
H (-0.94711, -1.48153, -1.04868)
C (-1.90110, 0.42610, -0.96772)
C (-3.08625, 0.05734, -0.07674)
C (-4.23922, 1.05560, -0.24285)
O (-5.31681, 0.79108, 0.61951)
C (-6.23789, -0.20400, 0.18779)
C (-6.85812, -0.81317, 1.44122)
H (-7.36103, -0.03633, 2.01008)
H (-7.57587, -1.58277, 1.17158)
H (-6.08317, -1.24948, 2.06543)
C (-7.31324, 0.40345, -0.71661)
H (-7.85596, 1.17192, -0.17241)
H (-8.00990, -0.36608, -1.03762)
H (-6.86609, 0.85656, -1.59866)
H (-5.70358, -0.98889, -0.36840)
H (-3.89174, 2.05728, 0.02620)
H (-4.56590, 1.07396, -1.29199)
H (-3.42887, -0.94927, -0.32847)
H (-2.77394, 0.05513, 0.96862)
H (-2.21485, 0.44651, -2.01759)
H (-1.51266, 1.41070, -0.69515)
H (2.63940, -0.22474, 0.67989)
H (3.23266, -3.03048, -0.01805)
H (3.73792, -2.32670, 1.53958)
H (5.66542, -0.71643, 1.62588)
H (6.25346, 0.05172, 0.13557)
H (5.52899, 2.23541, 0.10976)